{"formula": "C28H30Br2IrN8O4", "method": "wB97M-V/def2-TZVPD", "homo_energy_ev": [-12.86, -14.21], "s_squared": 8.795, "total_charge": 2, "multiplicity": 6, "symbols": ["Ir", "Br", "Br", "O", "O", "O", "O", "N", "N", "N", "N", "N", "N", "N", "N", "C", "C", "C", "C", "C", "C", "C", "C", "C", "C", "C", "C", "C", "C", "C", "C", "C", "C", "C", "C", "C", "C", "C", "C", "C", "C", "C", "C", "H", "H", "H", "H", "H", "H", "H", "H", "H", "H", "H", "H", "H", "H", "H", "H", "H", "H", "H", "H", "H", "H", "H", "H", "H", "H", "H", "H", "H", "H"], "positions_angstrom": [[0.2903, 0.1483, 0.8459], [-3.8273, 1.2615, 4.3213], [-4.2961, -4.2725, 4.6961], [1.0333, -0.7587, -1.1230], [-1.5594, 0.4536, 2.3488], [4.1546, 1.4387, 0.8800], [0.2243, -1.8401, -2.9169], [-0.4807, 2.3075, 0.1544], [1.6481, -0.1218, 2.7461], [-1.6512, -0.2759, -0.6466], [0.7249, 1.1396, -4.0417], [1.8902, 1.3368, 0.5949], [-0.4773, -1.9079, 1.7978], [2.6736, -0.1351, -3.6713], [1.6757, 0.0033, -5.7617], [-1.4600, 0.0802, -4.4964], [-2.1554, -0.5285, 2.8267], [-2.0723, 3.9532, -0.4645], [1.4098, -3.0707, 0.8351], [-3.3739, -2.8348, 3.9365], [0.4605, 2.9591, -0.4961], [-3.2642, -0.4114, 3.7509], [-1.7377, 2.7893, 0.2305], [0.1246, -3.0441, 1.5739], [-1.5908, -1.8687, 2.5600], [1.2998, -0.4901, 3.9644], [0.1784, 4.0661, -1.3096], [-0.5985, 1.3727, -4.6374], [-0.3879, -4.2315, 2.0881], [3.0806, 1.0526, 1.2450], [2.2256, -0.4252, 4.9944], [-1.5300, -4.2401, 2.8159], [3.5122, 0.0736, 4.7985], [-2.1040, -0.1808, -3.0885], [2.9099, 0.3665, 2.5408], [-3.8415, -1.5704, 4.2458], [1.8682, 2.3918, -0.3446], [1.6762, 0.3165, -4.4776], [-1.1221, 4.5785, -1.2600], [3.8948, 0.4755, 3.5369], [0.1176, -1.0338, -2.0174], [-1.0985, -0.0706, -1.9622], [-2.1699, -3.0075, 3.1372], [-2.9115, 0.5732, -2.9641], [2.1453, 2.0345, -1.3868], [1.3602, -2.6285, -0.1598], [0.2256, -0.7448, 4.1358], [2.1509, -0.8069, -6.1433], [2.5769, 3.1178, -0.0599], [-4.7026, -1.5182, 4.8995], [-1.3365, 5.4609, -1.8239], [1.6794, -4.1144, 0.7652], [-2.0550, -1.2110, -0.5349], [2.0724, -2.4644, 1.4305], [4.8187, 0.9380, 3.3029], [-2.5592, -1.1829, -3.1472], [-2.3373, 0.4384, -0.4292], [-0.8216, -0.7496, -4.7451], [2.4590, -0.4555, -2.7450], [-3.0461, 4.3972, -0.3319], [-1.0011, 2.2352, -4.1011], [4.2153, 0.1565, 5.6190], [1.0924, 0.5881, -6.3675], [0.9312, 1.5617, -3.1846], [-0.7807, 0.9511, -1.9383], [-1.8335, -5.2265, 3.1731], [-0.4570, 1.6957, -5.6837], [0.9899, 4.5416, -1.9155], [-2.2878, 0.1640, -5.2501], [0.1116, -5.1824, 1.9388], [1.8700, -0.6621, 5.9887], [-2.4128, 2.2698, 0.9000], [3.5697, -0.4213, -3.9918]]}

{"formula": "C28H30N2O5", "method": "wB97M-V/def2-TZVPD", "smiles": "CCOc1ccc(NC(=O)COc2ccc(C(=O)N[C@@H]3CCCc4ccccc43)cc2OC)cc1", "homo_energy_ev": -7.97, "relative_energy_kcal_mol": 4.4, "symbols": ["O", "O", "O", "O", "O", "N", "N", "C", "C", "C", "C", "C", "C", "C", "C", "C", "C", "C", "C", "C", "C", "C", "C", "C", "C", "C", "C", "C", "C", "C", "C", "C", "C", "C", "C", "H", "H", "H", "H", "H", "H", "H", "H", "H", "H", "H", "H", "H", "H", "H", "H", "H", "H", "H", "H", "H", "H", "H", "H", "H", "H", "H", "H", "H", "H"], "positions_angstrom": [[4.2688, 0.8961, 0.7912], [1.8009, 1.3984, 2.1852], [-2.0991, 6.9665, -0.6399], [-0.5005, -3.1229, 2.0274], [2.2841, 2.1548, -0.6327], [0.3505, -4.0822, 0.1722], [2.3668, 3.9717, 0.7539], [-0.7433, 5.0835, -0.9197], [4.0323, 2.2610, 1.0198], [2.0323, 0.1845, 1.5825], [0.3301, -3.1321, 1.1359], [-0.9899, 6.2841, -0.2506], [-1.6773, -6.3478, -1.8552], [-1.7560, -3.9490, -1.7302], [1.3865, -2.0882, 1.0208], [-2.4530, -3.8911, -2.9211], [-0.1068, 6.6900, 0.7442], [0.4845, 1.6951, 2.5913], [3.5260, -1.2538, 0.3547], [-0.6034, -5.1704, 0.1212], [-3.6768, 8.7341, -0.6481], [1.1200, -0.8562, 1.6106], [-2.4049, 8.1953, -0.0121], [1.2368, 4.7152, 0.3833], [0.0957, -6.5074, 0.3783], [-2.7654, -5.0635, -3.5886], [-2.3807, -6.2772, -3.0530], [3.2573, -0.0091, 0.9166], [0.9922, 5.9080, 1.0530], [-0.8886, -7.6455, 0.1488], [2.6136, -2.2871, 0.4017], [2.7873, 2.7696, 0.2776], [-1.3561, -5.1670, -1.1901], [0.3521, 4.3072, -0.6126], [-1.2655, -7.6950, -1.3270], [4.4807, -1.3794, -0.1308], [-2.0744, -8.4114, -1.4884], [-2.6281, -7.1948, -3.5686], [2.8806, -3.2419, -0.0257], [-2.7536, -2.9362, -3.3257], [-1.5175, -3.0376, -1.2008], [-3.9462, 9.6820, -0.1911], [-0.2222, 1.5728, 1.7662], [1.6700, 6.2362, 1.8293], [0.4792, -6.5217, 1.3996], [3.9461, 2.4704, 2.0935], [0.1690, -0.7487, 2.1073], [0.4999, 2.7404, 2.8989], [-1.5794, 8.9073, -0.1533], [0.1763, 1.0738, 3.4372], [-0.2596, 7.6094, 1.2868], [-0.4047, -8.0451, -1.9075], [-1.4340, 4.7775, -1.6889], [0.9425, -6.6117, -0.3055], [-3.5245, 8.8808, -1.7137], [-0.4485, -8.5971, 0.4524], [-1.3108, -4.9709, 0.9382], [-3.3110, -5.0316, -4.5201], [4.9181, 2.7689, 0.6218], [-4.4889, 8.0259, -0.5093], [-2.5556, 8.0418, 1.0659], [-1.7820, -7.4777, 0.7535], [1.0039, -4.0068, -0.5901], [0.5310, 3.3851, -1.1389], [2.8930, 4.3705, 1.5187]]}

{"formula": "C28H30N2O6", "method": "wB97M-V/def2-TZVPD", "smiles": "COc1cc(O)c([C@@H](CC(=O)N2CCN(c3ccccc3)CC2)c2ccc3c(c2)OCO3)c(OC)c1", "homo_energy_ev": -7.72, "relative_energy_kcal_mol": 48.6, "symbols": ["O", "O", "O", "O", "O", "O", "N", "N", "C", "C", "C", "C", "C", "C", "C", "C", "C", "C", "C", "C", "C", "C", "C", "C", "C", "C", "C", "C", "C", "C", "C", "C", "C", "C", "C", "C", "H", "H", "H", "H", "H", "H", "H", "H", "H", "H", "H", "H", "H", "H", "H", "H", "H", "H", "H", "H", "H", "H", "H", "H", "H", "H", "H", "H", "H", "H"], "positions_angstrom": [[2.3874, -4.1830, -4.5919], [3.7233, -3.6278, -2.7977], [1.6291, 0.7649, 1.2954], [-2.4751, -0.2886, -2.3110], [5.0798, 3.5675, -0.3809], [2.2478, 1.2187, -3.4056], [-2.2116, -0.2075, -0.0856], [-3.9374, 0.5895, 2.0409], [5.7920, 4.1422, -1.4507], [1.8095, -3.1524, -3.8972], [3.3956, 2.1833, 0.4357], [2.3398, 1.3097, 0.2568], [-4.1783, -0.0856, 3.2323], [1.9236, 0.9358, -1.0305], [-4.7756, -1.3422, 5.6754], [3.6520, 2.3727, -1.9457], [2.0496, 1.0325, 2.6113], [0.7473, -0.0115, -1.1977], [2.5890, 1.4883, -2.1222], [0.6314, -2.4927, -4.1346], [-2.6706, 1.2405, 1.8032], [-1.8148, 0.0670, -1.3482], [-1.6500, 0.2914, 1.1490], [2.6201, -2.8151, -2.8110], [-4.4784, 0.0797, 0.7974], [-3.4940, -0.8990, 5.4062], [1.0825, -1.1175, -2.1799], [-5.7634, -1.1464, 4.7242], [-3.1938, -0.2837, 4.2049], [4.0578, 2.7181, -0.6704], [-3.4808, -0.8765, 0.1261], [0.2801, -1.4656, -3.2575], [3.5873, -4.4812, -3.9133], [-5.4747, -0.5250, 3.5274], [2.2797, -1.8121, -1.9433], [-0.5082, 0.8213, -1.5306], [-0.6569, -0.9621, -3.4290], [-0.7075, 0.8060, 0.9867], [-0.4753, 1.1568, -2.5688], [-3.3197, -1.7482, 0.7707], [-6.7744, -1.4731, 4.9204], [3.0792, 0.7040, 2.7785], [-3.8545, -1.2026, -0.8451], [-2.7091, -1.0400, 6.1356], [6.5526, 4.7730, -0.9933], [-0.5076, 1.7130, -0.9011], [-0.0011, -2.7572, -4.9645], [-4.6691, 0.9268, 0.1297], [1.9633, 2.0965, 2.8523], [-2.1766, 0.0337, 4.0347], [6.2760, 3.3775, -2.0659], [3.7377, 2.4822, 1.4113], [-2.2807, 1.6526, 2.7332], [5.1414, 4.7565, -2.0807], [4.4420, -4.3364, -4.5941], [-5.0035, -1.8277, 6.6116], [1.3805, 0.4618, 3.2542], [1.5850, 0.5122, -3.4316], [4.1219, 2.7603, -2.8330], [3.5689, -5.5297, -3.5748], [-5.4150, -0.4449, 0.9713], [-2.8579, 2.0742, 1.1155], [-6.2729, -0.3577, 2.8206], [-1.4698, -0.5636, 1.8117], [0.5932, -0.4947, -0.2281], [2.9119, -1.5592, -1.1083]]}

{"formula": "C28H30N2O8S2Zr", "method": "wB97M-V/def2-TZVPD", "homo_energy_ev": -1.59, "relative_energy_kcal_mol": 8.6, "total_charge": -2, "symbols": ["Zr", "S", "S", "O", "O", "O", "O", "O", "O", "O", "O", "N", "N", "C", "C", "C", "C", "C", "C", "C", "C", "C", "C", "C", "C", "C", "C", "C", "C", "C", "C", "C", "C", "C", "C", "C", "C", "C", "C", "C", "C", "H", "H", "H", "H", "H", "H", "H", "H", "H", "H", "H", "H", "H", "H", "H", "H", "H", "H", "H", "H", "H", "H", "H", "H", "H", "H", "H", "H", "H", "H"], "positions_angstrom": [[0.8737, 0.4561, 0.0874], [-3.2613, -0.5384, 3.7545], [-2.8875, -2.1158, 1.2667], [2.3022, -2.0886, -5.9290], [-0.9222, 0.1830, -0.9382], [1.4895, 0.2194, -1.8983], [2.9693, -0.6265, 3.3774], [4.6724, -1.1605, -0.6489], [1.2269, 0.0634, 2.1296], [3.0306, 0.1146, 0.2070], [0.6855, -1.9008, -0.0571], [-1.6034, 0.2364, 1.8987], [0.8349, 2.3956, 0.0649], [-2.4106, 0.9411, 4.0224], [-1.5672, 1.1925, 2.9301], [3.6900, -1.8408, -5.7767], [-0.7772, 2.3416, 2.9526], [0.4923, -3.9540, 0.9890], [-0.8641, 3.2072, 4.0308], [1.8254, -2.6704, -0.5290], [3.6210, -0.9956, -0.0279], [2.0743, -2.1630, 1.7987], [-0.7447, -1.5912, -4.0990], [-1.7152, 2.9510, 5.1077], [-2.4938, 1.8039, 5.1108], [2.9200, -2.2772, 0.4775], [-2.4393, -0.7392, 2.1676], [0.1331, -1.9993, -5.0607], [-0.3514, -0.8267, -2.9812], [1.9317, -0.8835, -3.8863], [2.1362, -0.7830, 2.5002], [-1.2077, 3.5810, -0.6283], [0.8236, 4.8448, 0.0588], [-2.7508, -0.6546, -2.0688], [1.0299, -0.4616, -2.8667], [0.3300, 3.5521, -0.6276], [-1.2793, -0.4203, -1.9540], [0.8134, 3.5709, -2.0891], [1.4940, -1.6361, -4.9408], [1.3562, -4.1093, -0.2942], [0.6585, -2.4687, 1.2868], [-1.5931, 4.5031, -1.0879], [2.9639, -0.5912, -3.7489], [0.3752, 2.7261, -2.6289], [-3.1496, 1.5735, 5.9436], [2.0512, -2.4310, -1.5617], [0.3478, 4.9453, 1.0408], [3.9126, -0.7728, -5.8259], [0.6012, 5.7442, -0.5350], [3.6889, -3.0406, 0.5386], [-1.5895, 2.7179, -1.1778], [-3.0965, -1.0022, -1.0927], [-1.7801, -1.8857, -4.2031], [1.9034, 4.7719, 0.2112], [-1.5772, 3.5125, 0.3980], [0.8388, -4.5683, 1.8195], [-0.2459, 4.0978, 4.0399], [-0.1879, -2.6017, -5.9004], [1.8994, 3.4489, -2.1076], [4.1826, -2.3489, -6.6018], [4.0652, -2.2339, -4.8300], [-0.5584, -4.1639, 0.8004], [-1.7614, 3.6393, 5.9452], [2.4048, -2.8950, 2.5296], [2.2065, -4.7797, -0.1600], [-0.1420, -2.0294, 1.8608], [-0.0858, 2.5162, 2.1348], [0.5394, 4.5049, -2.5990], [-3.2332, 0.3025, -2.2845], [0.7627, -4.4629, -1.1389], [-3.0305, -1.3738, -2.8347]]}